(P)
{
  "formula": "C21H22N2O3",
  "method": "ωB97M-V/def2-TZVPD",
  "symbols": ["C", "C", "C", "C", "N", "C", "C", "C", "C", "O", "C", "C", "C", "C", "C", "O", "O", "C", "C", "N", "C", "C", "C", "C", "C", "C", "H", "H", "H", "H", "H", "H", "H", "H", "H", "H", "H", "H", "H", "H", "H", "H", "H", "H", "H", "H", "H", "H"],
  "xyz": [[1.7648, -4.0097, 0.2810], [1.9404, -2.9719, -0.8684], [0.9930, -2.0362, -1.2520], [1.2397, -1.3742, -2.6173], [0.1543, -0.3348, -2.9713], [0.7768, 1.0263, -2.6725], [0.8960, 1.2367, -1.1838], [-0.4993, 1.0847, -0.4356], [-1.5428, 0.7897, -1.4852], [-2.6684, 1.3574, -1.4773], [-1.2062, -0.3363, -2.4490], [-1.3350, -1.7074, -1.6088], [-0.3080, -1.6899, -0.4534], [-0.3732, -0.3300, 0.4239], [0.7536, -0.2778, 1.5315], [1.5488, 0.6357, 1.6352], [0.8712, -1.3560, 2.3694], [1.8773, -1.2390, 3.3964], [-1.5301, -0.4673, 1.4334], [-2.0067, 0.6208, 1.9879], [-1.6962, 1.9761, 1.6505], [-2.4704, 2.9867, 2.2687], [-2.1872, 4.3122, 2.0494], [-1.2566, 4.5303, 1.0141], [-0.6902, 3.5147, 0.2518], [-0.9255, 2.1888, 0.5389], [1.4921, -3.3962, 1.1370], [1.0440, -4.8145, 0.0591], [2.7240, -4.5514, 0.6052], [2.8259, -3.1672, -1.4808], [1.3051, -2.1853, -3.3694], [2.2496, -0.9419, -2.4443], [1.7879, 1.1102, -3.0101], [0.1045, 1.8137, -3.0579], [1.3751, 2.2279, -1.0007], [1.5168, 0.5457, -0.7016], [-1.9207, -0.1958, -3.3460], [-1.2712, -2.5668, -2.3447], [-2.3591, -1.7701, -1.2687], [-0.5605, -2.5273, 0.2102], [1.7623, -2.2044, 4.0081], [2.8999, -1.1664, 3.0490], [1.6206, -0.3108, 3.9569], [-1.7311, -1.4252, 1.9595], [-3.2781, 2.6856, 2.9734], [-2.6577, 5.2024, 2.4731], [-0.9761, 5.5645, 0.8125], [-0.0734, 3.9439, -0.5771]],
  "lowdin_charge": [-0.095, -0.084, -0.189, -0.102, -0.078, -0.144, -0.093, -0.154, -0.271, 0.098, -0.206, -0.056, -0.143, -0.129, -0.395, 0.123, -0.081, -0.039, -0.052, 0.130, -0.203, -0.014, -0.073, -0.081, -0.029, -0.118, 0.036, 0.074, 0.089, 0.099, 0.121, 0.124, 0.107, 0.136, 0.134, 0.078, 0.174, 0.147, 0.111, 0.136, 0.121, 0.085, 0.106, 0.137, 0.124, 0.108, 0.101, 0.130],
  "charge": 0,
  "smiles": "C/C=C1/CN2CC[C@@]34C(=O)[C@@H]2C[C@@H]1[C@]3(C(=O)OC)C=Nc1ccccc14",
  "homo_energy_ev": -8.52
}

***

(Q)
{
  "formula": "C21H22N2O3",
  "method": "ωB97M-V/def2-TZVPD",
  "symbols": ["O", "C", "C", "C", "O", "C", "C", "C", "C", "N", "O", "C", "C", "C", "C", "C", "C", "C", "C", "C", "N", "C", "C", "C", "C", "C", "H", "H", "H", "H", "H", "H", "H", "H", "H", "H", "H", "H", "H", "H", "H", "H", "H", "H", "H", "H", "H", "H"],
  "xyz": [[-2.4994, -0.5381, 3.3232], [-1.7942, -0.7385, 2.3396], [-1.8508, -2.1143, 1.6777], [-1.9148, -1.9529, 0.1281], [-1.6679, -3.1838, -0.5924], [-0.3365, -3.7474, -0.5810], [0.7700, -2.9731, -1.2763], [0.6777, -1.6638, -1.7958], [1.9280, -1.0084, -2.3388], [2.1441, 0.2476, -1.5939], [2.8806, 0.9037, -2.3372], [2.8765, 0.0789, -0.3551], [2.1407, 0.8924, 0.6899], [0.7259, 0.9842, 0.1958], [-0.0612, 2.0771, 0.8406], [0.0035, 3.4412, 0.6006], [-0.8308, 4.2925, 1.3270], [-1.7613, 3.7810, 2.2537], [-1.8336, 2.3930, 2.4812], [-0.9867, 1.5529, 1.7581], [-0.8790, 0.1637, 1.8005], [-0.1023, -0.2541, 0.6686], [-1.1453, -0.7264, -0.3665], [-0.5584, -0.8261, -1.7646], [-0.2075, 0.6365, -2.1403], [0.9798, 1.0798, -1.2954], [-0.9537, -2.6414, 1.9726], [-2.6834, -2.7198, 1.9870], [-2.9688, -1.7431, -0.0917], [-0.4443, -4.7796, -0.9801], [0.0003, -3.9224, 0.4515], [1.7176, -3.4927, -1.3312], [1.8119, -0.7963, -3.4222], [2.7820, -1.6890, -2.2429], [2.7837, -0.9950, -0.1676], [3.9602, 0.2943, -0.4759], [2.5961, 1.9023, 0.7321], [2.1893, 0.4397, 1.6657], [0.6724, 3.7842, -0.1648], [-0.8305, 5.3520, 1.1658], [-2.3929, 4.4559, 2.7975], [-2.5821, 1.9189, 3.1331], [0.6231, -1.0636, 0.9272], [-1.9336, 0.0617, -0.3769], [-1.2519, -1.2539, -2.5014], [-1.0976, 1.2705, -2.0091], [0.0762, 0.7198, -3.1958], [1.2287, 2.0999, -1.5200]],
  "lowdin_charge": [0.076, -0.368, -0.007, -0.241, -0.098, -0.172, 0.021, -0.138, -0.054, -0.440, -0.153, -0.073, -0.065, -0.273, -0.092, -0.008, -0.075, -0.062, 0.014, -0.133, 0.069, -0.133, -0.153, -0.192, -0.041, -0.156, 0.117, 0.126, 0.158, 0.132, 0.111, 0.105, 0.154, 0.141, 0.123, 0.158, 0.146, 0.129, 0.112, 0.093, 0.095, 0.112, 0.173, 0.171, 0.167, 0.138, 0.130, 0.157],
  "charge": 0,
  "smiles": "O=C1C[C@@H]2OCC=C3C[N@+]4([O-])CC[C@]56c7ccccc7N1[C@H]5[C@H]2[C@H]3C[C@@H]64",
  "homo_energy_ev": -8.14
}

***

Which of them is the least stable? Correct choice: (P).

***

(P)
{
  "formula": "C4H12O2",
  "method": "ωB97M-V/def2-TZVPD",
  "symbols": ["C", "C", "C", "C", "O", "H", "H", "H", "H", "H", "H", "H", "H", "H", "H", "O", "H", "H"],
  "xyz": [[0.0675, 1.5957, -1.6322], [1.0252, 0.6572, -0.9391], [0.1896, -0.2972, -0.0050], [0.5704, -1.7656, -0.3487], [-0.4552, -2.6299, 0.0270], [-0.3709, 1.0925, -2.6156], [0.6272, 2.5353, -1.9221], [-0.7236, 1.9016, -0.9311], [1.6776, 0.0636, -1.6229], [1.7609, 1.3156, -0.4374], [0.4666, -0.1227, 0.9784], [-0.8827, -0.2127, 0.0710], [1.5280, -2.2715, 0.0552], [0.6787, -1.9073, -1.4973], [-0.8713, -2.4638, 1.0166], [-1.4077, 0.6980, 3.1974], [-1.9428, 0.7233, 4.0754], [-1.9375, 1.0879, 2.5306]],
  "lowdin_charge": [-0.149, -0.274, -0.183, -0.316, -0.156, 0.114, 0.075, 0.061, 0.104, 0.103, 0.070, 0.100, 0.133, 0.133, 0.179, -0.086, 0.094, -0.004],
  "charge": 0,
  "smiles": "CCCCO.O",
  "homo_energy_ev": -9.72
}

***

(Q)
{
  "formula": "C4H12O2",
  "method": "ωB97M-V/def2-TZVPD",
  "symbols": ["C", "C", "O", "H", "H", "H", "H", "H", "H", "C", "C", "O", "H", "H", "H", "H", "H", "H"],
  "xyz": [[2.4397, -0.1154, -0.7480], [2.1403, 0.4203, 0.7427], [3.3252, 1.0573, 1.4311], [1.8923, -1.0073, -1.0699], [2.4839, 0.7014, -1.4857], [3.4892, -0.6965, -1.0031], [1.8620, -0.4058, 1.3298], [1.4882, 1.2323, 0.7785], [3.7543, 1.7964, 0.9921], [-3.2025, -0.9072, -0.2703], [-2.3281, 0.3591, -0.2394], [-1.0927, 0.2270, 0.4773], [-2.7325, -1.7502, 0.2964], [-4.0826, -0.9080, 0.4328], [-3.6961, -1.1797, -1.1170], [-2.9860, 1.0361, 0.4343], [-1.9445, 0.7689, -1.2194], [-0.8100, -0.6287, 0.2378]],
  "lowdin_charge": [-0.093, -0.210, -0.128, 0.038, 0.052, 0.114, 0.082, 0.071, 0.062, -0.092, -0.286, -0.099, 0.087, 0.083, 0.024, 0.132, 0.125, 0.038],
  "charge": 0,
  "smiles": "CCO.CCO",
  "homo_energy_ev": -10.11
}

***

Which of them is the least stable? Correct choice: (Q).

***

(P)
{
  "formula": "C4H12O2",
  "method": "ωB97M-V/def2-TZVPD",
  "symbols": ["C", "C", "O", "H", "H", "H", "H", "H", "H", "C", "C", "O", "H", "H", "H", "H", "H", "H"],
  "xyz": [[2.2820, 0.8436, -0.5736], [1.4199, 2.0734, -0.4545], [0.6951, 2.1141, 0.7643], [2.9809, 0.7667, 0.2637], [2.8418, 0.8265, -1.5099], [1.6821, -0.0705, -0.5027], [0.7191, 2.1309, -1.2967], [2.0331, 2.9744, -0.4855], [0.0042, 1.4424, 0.7059], [-2.1379, -1.8474, -0.3179], [-1.0357, -1.5100, 0.6669], [-1.1175, -0.1336, 1.0943], [-3.1215, -1.7816, 0.1543], [-2.0157, -2.8547, -0.7141], [-2.1307, -1.1288, -1.1392], [-0.0601, -1.6358, 0.2054], [-1.1021, -2.1520, 1.5489], [-1.9372, -0.0577, 1.5902]],
  "lowdin_charge": [-0.093, -0.333, -0.087, 0.078, 0.072, 0.056, 0.109, 0.108, 0.035, -0.090, -0.288, -0.096, 0.073, 0.075, 0.078, 0.101, 0.112, 0.091],
  "charge": 0,
  "smiles": "CCO.CCO",
  "homo_energy_ev": -9.76
}

***

(Q)
{
  "formula": "C4H12O2",
  "method": "ωB97M-V/def2-TZVPD",
  "symbols": ["C", "C", "C", "C", "H", "H", "H", "H", "H", "H", "H", "H", "O", "H", "H", "O", "H", "H"],
  "xyz": [[1.2532, 1.1480, -0.2242], [0.9133, -0.1091, -0.9714], [-0.2688, -0.6970, -0.8913], [-0.7623, -1.6724, -1.8967], [2.2903, 1.1829, 0.1122], [1.1137, 1.9895, -0.9030], [0.6300, 1.2508, 0.6209], [1.5802, -0.4623, -1.7533], [-0.9676, -0.3875, -0.1185], [-1.2274, -2.5459, -1.4398], [-1.4701, -1.2459, -2.6165], [0.0222, -1.9878, -2.5938], [-1.4717, 2.8361, 1.7474], [-0.8877, 2.1309, 1.4633], [-2.3291, 2.3973, 1.7771], [0.1318, -1.3217, 2.5564], [0.7970, -1.9673, 2.7922], [0.6530, -0.5385, 2.3391]],
  "lowdin_charge": [-0.094, -0.177, -0.194, -0.114, 0.074, 0.085, 0.019, 0.101, 0.099, 0.070, 0.075, 0.072, -0.049, -0.011, 0.040, -0.054, 0.032, 0.024],
  "charge": 0,
  "smiles": "C/C=C/C.O.O",
  "homo_energy_ev": -9.28
}

***

(R)
{
  "formula": "C4H12O2",
  "method": "ωB97M-V/def2-TZVPD",
  "symbols": ["C", "C", "C", "C", "H", "H", "H", "H", "H", "H", "H", "H", "O", "H", "H", "O", "H", "H"],
  "xyz": [[1.3881, 2.1296, -0.6358], [0.6107, 3.4342, -0.6042], [0.0133, 3.8233, -1.7638], [-0.4010, 5.1352, -2.4021], [2.0698, 2.1576, -1.4782], [2.0005, 2.0467, 0.2662], [0.7008, 1.2886, -0.6893], [0.4791, 4.1572, 0.1953], [-0.0647, 2.9131, -2.3827], [-1.4593, 5.2466, -2.1845], [0.3399, 5.8208, -1.9875], [-0.2246, 5.0848, -3.4724], [1.1514, -6.7199, 1.3943], [1.6572, -5.9585, 1.7069], [0.2210, -6.7090, 1.6360], [-2.3636, -4.9446, 3.0292], [-3.2871, -5.2464, 3.0049], [-2.2914, -5.0784, 2.0809]],
  "lowdin_charge": [-0.119, -0.178, -0.204, -0.095, 0.068, 0.065, 0.071, 0.091, 0.094, 0.069, 0.073, 0.065, -0.063, 0.039, 0.022, -0.064, 0.042, 0.024],
  "charge": 0,
  "smiles": "C/C=C/C.O.O",
  "homo_energy_ev": -8.76
}

***

(S)
{
  "formula": "C4H12O2",
  "method": "ωB97M-V/def2-TZVPD",
  "symbols": ["C", "C", "C", "C", "O", "H", "H", "H", "H", "H", "H", "H", "H", "H", "H", "O", "H", "H"],
  "xyz": [[1.6643, 2.2439, -0.5960], [0.7365, 1.2903, 0.1842], [0.3179, 0.1122, -0.7165], [-0.9148, -0.5175, -0.1090], [1.3962, -0.8956, -0.6944], [1.0970, 2.5230, -1.5486], [2.6569, 1.8653, -0.8303], [1.5783, 3.2001, -0.1481], [1.3659, 1.0321, 1.0932], [-0.2274, 1.8969, 0.4330], [0.1688, 0.3094, -1.7595], [-1.1450, -0.0993, 0.8450], [-1.7292, -0.4368, -0.7763], [-0.6854, -1.6029, -0.0330], [1.2498, -1.5896, -1.3562], [-2.6877, -1.7810, 1.7778], [-2.8368, -2.0785, 0.8117], [-1.9838, -2.3800, 2.0250]],
  "lowdin_charge": [-0.126, -0.213, -0.412, -0.083, -0.083, 0.090, 0.075, 0.043, 0.137, 0.142, 0.126, 0.060, 0.066, 0.087, 0.084, -0.096, 0.078, 0.026],
  "charge": 0,
  "smiles": "CC[C@H](C)O.O",
  "homo_energy_ev": -10.12
}

***

Which of them is the least stable? Correct choice: (R).